DFT (wB97M-V/def2-TZVPD) results for a structure of composition C22H35MnNO4P2.

- E: -3048.42447 Eh
- Total charge: 0
- Kohn-Sham gap (alpha / beta): 7.834 / 4.096 eV
- 2S+1: 6

Each line ends with the Mulliken spin population.
Positions of all 65 atoms, in Å:
1 P 0.2193 -1.8454 -4.3963  0.00
2 P 0.1261 1.2516 -4.2930  0.00
3 C -0.1494 -0.9567 -6.0222  0.00
4 C 0.3743 0.4713 -5.9946  0.00
5 H -1.2397 -0.9837 -6.1678  0.00
6 H 0.3353 -1.5297 -6.8246  0.00
7 H 1.4519 0.5099 -6.2154  0.00
8 H -0.1648 1.0940 -6.7219  0.00
9 C -1.4666 2.0698 -4.7253  0.00
10 H -1.7086 2.8032 -3.9467  0.00
11 H -2.2732 1.3279 -4.7858  0.00
12 H -1.3533 2.5769 -5.6933  0.00
13 C 1.2266 2.6817 -4.6129  0.00
14 H 0.9495 3.1529 -5.5654  0.00
15 H 2.2670 2.3351 -4.6548  0.00
16 H 1.1160 3.3987 -3.7909  0.00
17 C -0.8931 -3.2638 -4.7308  0.00
18 H -0.7153 -4.0316 -3.9687  0.00
19 H -0.6842 -3.6668 -5.7306  0.00
20 H -1.9356 -2.9269 -4.6709  0.00
21 C 1.7788 -2.6180 -4.9953  0.00
22 H 2.5752 -1.8661 -5.0656  0.00
23 H 1.5982 -3.0631 -5.9835  0.00
24 H 2.0811 -3.3975 -4.2858  0.00
25 Mn 0.1005 -0.5145 1.9392  3.53
26 C 0.7389 1.0687 0.5392  -0.01
27 C -0.6647 0.9894 0.5147  -0.05
28 C -1.4514 0.2949 -0.5697  0.02
29 C -1.7994 -1.1770 -0.2693  -0.04
30 C -0.7792 -1.9177 0.5439  -0.11
31 C 0.6205 -1.8540 0.3511  -0.15
32 C 1.2856 -1.0858 -0.7624  0.01
33 C 1.6735 0.3666 -0.4024  0.01
34 C 0.2064 -2.0529 3.2280  -0.23
35 H 1.1878 1.9056 1.0889  0.00
36 H -1.2366 1.7215 1.1024  0.00
37 H -0.9401 0.3739 -1.5429  0.01
38 H -2.3999 0.8397 -0.7044  0.00
39 H -2.7534 -1.2001 0.2846  -0.01
40 H -2.0175 -1.6878 -1.2243  -0.01
41 H -1.1807 -2.7500 1.1284  0.01
42 H 1.2463 -2.6132 0.8348  -0.01
43 H 0.6676 -1.0992 -1.6749  -0.01
44 H 2.2129 -1.6120 -1.0391  0.00
45 H 2.6653 0.3523 0.0808  -0.01
46 H 1.8345 0.9310 -1.3406  0.00
47 H 0.9836 -1.7827 3.9629  0.01
48 H 0.4109 -3.0123 2.7303  0.02
49 H -0.7844 -2.0525 3.7190  0.01
50 O -1.9169 0.7475 3.7540  0.02
51 C -0.7479 0.9299 4.1461  0.00
52 O 0.3439 0.7573 3.4454  0.04
53 C -0.4736 1.3122 5.5974  0.07
54 C -1.5359 1.4528 6.5158  -0.04
55 C -1.2926 1.7060 7.8619  0.10
56 C 0.0390 1.8027 8.3220  -0.10
57 C 1.1095 1.6879 7.4181  0.10
58 C 0.8508 1.4504 6.0660  -0.05
59 N 0.3045 1.9426 9.7135  0.36
60 O -0.6625 2.0211 10.5021  0.76
61 O 1.4959 1.9821 10.0927  0.76
62 H -2.5653 1.3480 6.1609  0.00
63 H -2.1038 1.7977 8.5746  0.01
64 H 2.1297 1.7548 7.7858  0.01
65 H 1.6829 1.3513 5.3677  0.00

DFT (wB97M-V/def2-TZVPD) results for a cluster of 3 separate species, C3H10O4 in total.

- E: -421.21447 Eh
- SMILES: CCC(=O)O.O.O
- Total charge: 0
- Kohn-Sham gap: 11.259 eV
- ΔE to the lowest compared entry with this formula, charge and spin: 44.3 kcal/mol

Each line ends with the natural charge from an NBO analysis.
Positions of all 17 atoms, in Å:
1 C 1.4487 0.7367 1.0848  -0.62
2 C 0.9236 0.3298 -0.2500  -0.52
3 C -0.0895 1.1647 -1.0031  0.78
4 O 0.1850 2.0889 -1.7534  -0.57
5 O -1.3714 0.6336 -0.7079  -0.68
6 H 1.7313 1.7722 0.7904  0.21
7 H 1.0959 0.6108 2.1018  0.23
8 H 2.4274 0.2431 1.1890  0.22
9 H 0.4423 -0.6754 -0.0074  0.23
10 H 1.8609 0.3701 -0.9397  0.24
11 H -1.8250 1.3164 -1.1660  0.48
12 O -4.0036 -1.6137 5.5928  -0.94
13 H -4.3876 -2.6178 5.4598  0.47
14 H -3.5394 -1.3945 4.7826  0.47
15 O 2.0702 -1.0694 -5.0503  -0.94
16 H 1.6824 -0.5025 -5.6668  0.47
17 H 1.3488 -1.3931 -4.4565  0.47

DFT (wB97M-V/def2-TZVPD) results for the ion C10H17N2O2 with charge +1.

- E: -650.81396 Eh
- Total charge: +1
- Kohn-Sham gap: 8.181 eV
- ΔE to the lowest compared entry with this formula, charge and spin: 126.5 kcal/mol

Each line ends with the natural charge from an NBO analysis.
Positions of all 31 atoms, in Å:
1 C 2.8867 1.5193 0.8868  -0.36
2 C 1.4969 1.5479 0.8530  -0.15
3 C 3.5043 0.2655 0.7796  0.14
4 C -1.5865 0.4793 -0.6666  0.88
5 C 1.8077 -1.3220 0.2683  0.24
6 C 0.7423 0.8138 -0.0358  0.23
7 C -3.7896 1.6496 -0.9208  -0.61
8 C -0.1933 -2.7582 0.7055  -0.62
9 C -3.0511 0.4680 -0.2857  -0.50
10 C 1.0845 -2.3328 1.1758  -0.46
11 N 2.8676 -0.8105 0.6326  -0.39
12 N 1.0555 0.9537 -1.4348  -0.93
13 O -1.3513 0.2565 -1.8976  -0.62
14 O -0.7090 0.7602 0.1781  -0.41
15 H 3.2724 2.1321 1.5586  0.22
16 H 1.0618 2.2475 1.5724  0.23
17 H 4.5235 0.2108 0.9651  0.21
18 H 1.4721 -1.2526 -0.7552  0.19
19 H -3.8037 1.8647 -1.9087  0.23
20 H -4.7887 1.6069 -0.7523  0.24
21 H -3.5212 2.5581 -0.5142  0.22
22 H -0.8715 -2.7922 1.6255  0.23
23 H -0.1521 -3.7825 0.3141  0.24
24 H -0.7152 -2.1100 0.0092  0.19
25 H -3.4780 -0.4602 -0.6405  0.26
26 H -3.3058 0.3004 0.6882  0.25
27 H 1.7909 -3.0350 1.1846  0.24
28 H 1.1073 -1.8669 2.1735  0.23
29 H 1.9588 0.4746 -1.6984  0.41
30 H 1.1291 1.9896 -1.7771  0.40
31 H -0.4446 0.4244 -2.2832  0.56

Calculated largest force on an atom (eV/Å), listed in the same order as above: 5.328; 4.333; 5.239